Entry from the Open Molecules 2025 dataset: a 2-piece molecular cluster, C10H24NO4PS overall at a distorted geometry (ωB97M-V/def2-TZVPD).

Geometry (Å):
N1 1.45 -0.59 3.67
C1 1.73 -1.01 2.26
C2 1.21 -2.47 2.09
O1 -0.11 -2.67 2.58
C3 -1.06 -2.74 1.52
C4 -2.44 -2.31 2.11
C5 -2.28 -0.98 2.92
C6 -3.41 0.00 2.46
O2 -3.48 1.15 3.31
P1 0.96 0.26 1.13
S1 2.43 1.23 0.23
H1 1.54 0.43 3.67
H2 2.23 -0.94 4.21
H3 2.82 -0.99 2.09
H4 1.33 -2.87 1.06
H5 1.86 -3.11 2.73
H6 -1.13 -3.78 1.11
H7 -0.75 -2.09 0.69
H8 -2.72 -3.09 2.85
H9 -3.18 -2.24 1.30
H10 -1.31 -0.47 2.73
H11 -2.34 -1.15 4.00
H12 -3.22 0.34 1.43
H13 -4.36 -0.55 2.53
H14 -2.76 1.71 3.06
H15 0.22 1.24 1.86
H16 0.14 -0.29 0.11
C7 0.74 3.04 -2.95
C8 1.75 1.93 -3.14
O3 1.16 0.78 -3.76
C9 1.02 0.64 -5.09
C10 1.25 1.83 -5.99
O4 0.66 -0.41 -5.53
H17 0.35 3.40 -3.91
H18 1.19 3.88 -2.42
H19 -0.11 2.68 -2.37
H20 2.64 2.26 -3.69
H21 2.10 1.59 -2.16
H22 0.29 2.31 -6.18
H23 1.67 1.47 -6.93
H24 1.95 2.56 -5.59

Calculated values
frontier orbital gap	9.1	eV
LUMO energy	0.3	eV
SMILES	N[C@@H](COCCCCO)[PH2]=S.CCOC(C)=O

Charges in e, computed with Mulliken, in the same order as the atoms: number 1, N, carries -0.6303; number 2, C, carries 0.0698; number 3, C, carries -0.9662; number 4, O, carries -0.3137; number 5, C, carries -0.2319; number 6, C, carries -0.8393; number 7, C, carries 0.4299; number 8, C, carries -0.7422; number 9, O, carries -0.5293; number 10, P, carries 0.2207; number 11, S, carries -0.4363; number 12, H, carries 0.2545; number 13, H, carries 0.2697; number 14, H, carries 0.5606; number 15, H, carries 0.4007; number 16, H, carries 0.3741; number 17, H, carries 0.2881; number 18, H, carries 0.1835; number 19, H, carries 0.2649; number 20, H, carries 0.4592; number 21, H, carries -0.3504; number 22, H, carries 0.2739; number 23, H, carries 0.3068; number 24, H, carries 0.3652; number 25, H, carries 0.3033; number 26, H, carries 0.0394; number 27, H, carries 0.0404; number 28, C, carries -0.9295; number 29, C, carries 0.1832; number 30, O, carries -0.3611; number 31, C, carries 0.7145; number 32, C, carries -0.8926; number 33, O, carries -0.5809; number 34, H, carries 0.3406; number 35, H, carries 0.3267; number 36, H, carries 0.2629; number 37, H, carries 0.3322; number 38, H, carries -0.3222; number 39, H, carries 0.2390; number 40, H, carries 0.3020; number 41, H, carries 0.3198